The following is a DFT calculation (ωB97M-V/def2-TZVPD) of a molecular structure, C8H17AlBrNO6P.

Values from the calculation:
* HOMO-LUMO gap: 0.3005 hartree
* F_max: 1.6 eV/A
* electronic energy: -3979.24604 Ha
* M: 361.08 g mol⁻¹
* energy above the lowest of the compared OMol25 structures with the same formula, charge and spin: 0.000 eV

```
! RIJCOSX wB97M-V def2-TZVPD def2/J DEFGRID3
* xyz -1 1
Br 0.184 2.032 4.117
P 3.302 0.610 -0.416
Al -0.169 1.049 2.016
O -3.431 -1.333 -1.956
O 2.204 -1.792 1.789
O 3.041 2.069 -1.043
O 1.123 1.521 0.864
O 2.992 -0.431 -1.638
O 0.183 -0.695 1.877
N 4.744 0.532 0.138
C -0.159 -2.660 -0.089
C -3.556 -0.504 -0.785
C -1.923 1.466 1.180
C -1.779 1.258 -0.341
C 2.000 0.422 0.862
C 0.740 -1.659 -0.171
C -3.096 0.933 -1.050
C 1.261 -0.945 1.089
H 2.616 0.517 1.770
H -1.058 -2.663 -0.703
H -2.507 -1.592 -2.023
H 5.315 -0.186 -0.286
H -2.674 0.776 1.579
H 2.244 2.095 -1.585
H 1.105 -1.358 -1.148
H 2.815 -2.128 1.127
H -2.976 -0.957 0.023
H -1.307 2.144 -0.772
H -4.614 -0.550 -0.530
H -1.084 0.428 -0.517
H -2.968 1.034 -2.132
H -0.023 -3.511 0.573
H -2.196 2.503 1.395
H 3.494 -0.146 -2.410
H -3.870 1.637 -0.734
*
```



The following is a DFT calculation (ωB97M-V/def2-TZVPD) of a molecular structure, C8H17Br2LaNO2PS2.

Values from the calculation:
* HOMO-LUMO gap: 0.2879 hartree
* F_max: 0.5 eV/A
* electronic energy: -6837.17305 Ha
* M: 553.05 g mol⁻¹
* energy above the lowest of the compared OMol25 structures with the same formula, charge and spin: 0.000 eV

```
! RIJCOSX wB97M-V def2-TZVPD def2/J DEFGRID3
* xyz 2 1
La 0.706 -1.879 -1.065
Br -0.201 0.836 -2.437
Br -1.849 -0.312 0.073
S 0.088 -5.335 -4.501
S -1.348 -3.025 -2.356
P 0.264 -4.089 -3.108
O 1.373 -2.839 -3.296
O 0.884 -4.434 -1.608
N 0.857 -2.442 2.826
C 0.720 -1.728 -5.403
C 1.848 -2.370 -4.633
C 2.825 -5.806 -2.463
C -1.962 0.537 -1.659
C 2.179 -5.104 -1.295
C 3.056 -4.019 -0.699
C 3.000 -1.442 -4.338
C 0.805 -2.273 1.692
H 3.439 -1.084 -5.269
H 3.117 -5.113 -3.254
H 2.190 -3.275 -5.135
H 2.177 -6.572 -2.879
H 4.017 -4.413 -0.370
H -2.418 1.510 -1.523
H 2.660 -0.551 -3.795
H -2.511 -0.116 -2.327
H 3.787 -1.940 -3.771
H 1.091 -1.438 -6.387
H 0.897 -2.599 3.821
H 3.729 -6.295 -2.096
H 2.605 -3.577 0.202
H -0.110 -2.416 -5.554
H 3.292 -3.252 -1.450
H 0.355 -0.827 -4.907
H 1.897 -5.828 -0.533
*
```